{"formula": "C11H19N3P", "method": "ωB97M-V/def2-TZVPD", "symbols": ["C", "C", "C", "C", "C", "C", "C", "C", "C", "C", "C", "N", "N", "N", "P", "H", "H", "H", "H", "H", "H", "H", "H", "H", "H", "H", "H", "H", "H", "H", "H", "H", "H", "H"], "coordinates": [[3.48, -1.26, 0.48], [4.15, 0.90, -0.38], [2.16, -0.87, 0.45], [2.84, 1.29, -0.40], [4.50, -0.39, 0.05], [1.83, 0.43, 0.04], [-2.37, 0.70, 0.93], [-2.95, -0.44, -1.26], [-0.93, 0.33, 1.23], [-1.74, -1.22, -1.62], [-4.60, -0.17, 0.53], [-0.31, 2.42, -0.34], [5.79, -0.79, 0.06], [-3.16, -0.35, 0.23], [0.13, 0.94, -0.17], [3.74, -2.25, 0.82], [4.93, 1.58, -0.70], [1.39, -1.55, 0.76], [2.58, 2.29, -0.73], [-2.89, 0.92, 1.87], [-2.37, 1.61, 0.32], [-2.91, 0.57, -1.66], [-3.86, -0.92, -1.66], [-0.60, 0.84, 2.14], [-0.80, -0.74, 1.37], [-1.64, -2.21, -1.21], [-1.37, -1.09, -2.62], [-4.78, -0.19, 1.60], [-4.93, 0.79, 0.13], [-5.19, -0.96, 0.07], [0.24, 3.00, -0.96], [6.03, -1.74, 0.29], [6.50, -0.20, -0.32], [-2.86, -1.26, 0.61]], "largest_force_ev_per_a": 1.60, "e_lumo_ev": [-3.57, -3.36], "e_tot_ha": -935.841217, "orbital_gap_ev": [6.287, 7.434], "relative_energy_ev": 4.4268, "total_charge": 1}

---

{"formula": "C11H19N4", "method": "ωB97M-V/def2-TZVPD", "symbols": ["C", "C", "C", "C", "C", "C", "C", "C", "C", "C", "C", "N", "N", "N", "N", "H", "H", "H", "H", "H", "H", "H", "H", "H", "H", "H", "H", "H", "H", "H", "H", "H", "H", "H"], "coordinates": [[-3.01, 0.44, 1.28], [-1.87, -0.17, 1.67], [-3.19, 0.28, -0.21], [0.41, -2.43, 0.14], [-0.19, -1.31, 0.32], [2.05, 0.46, 1.39], [1.84, 0.65, -0.06], [-4.33, 0.84, -1.09], [1.84, -2.83, -0.17], [2.52, 1.74, -0.73], [0.57, 0.09, -2.07], [-2.13, -0.38, -0.65], [-1.37, -0.68, 0.42], [1.00, 0.02, -0.72], [1.70, 1.64, 2.13], [-3.81, 0.92, 1.97], [-1.39, -0.39, 2.67], [-0.18, -3.33, 0.20], [1.33, -0.39, 1.75], [3.19, 0.07, 1.71], [-4.10, 1.17, -2.10], [-5.01, -0.02, -1.29], [-4.86, 1.59, -0.60], [2.17, -2.87, 0.88], [2.06, -3.77, -0.70], [2.39, -2.01, -0.75], [2.70, 1.63, -1.81], [3.40, 1.94, -0.18], [1.89, 2.63, -0.64], [0.81, 1.01, -2.49], [1.08, -0.66, -2.61], [-0.55, -0.06, -2.05], [0.70, 1.89, 2.01], [2.36, 2.28, 2.38]], "largest_force_ev_per_a": 4.79, "e_lumo_ev": -3.49, "e_tot_ha": -649.165236, "orbital_gap_ev": 9.065, "relative_energy_ev": 4.9816, "total_charge": 1}

---

{"formula": "C11H19NOScSi", "method": "ωB97M-V/def2-TZVPD", "symbols": ["C", "C", "C", "C", "C", "Sc", "C", "C", "C", "N", "H", "H", "H", "H", "H", "H", "H", "H", "H", "H", "C", "Si", "C", "C", "O", "H", "H", "H", "H", "H", "H", "H", "H", "H"], "coordinates": [[2.59, -1.49, -1.23], [3.22, -0.65, -0.25], [2.90, 0.71, -0.57], [2.11, 0.71, -1.76], [1.89, -0.66, -2.15], [0.77, -0.36, -0.02], [1.23, -0.85, 2.22], [0.91, -2.22, 1.72], [1.51, -3.35, 2.27], [0.14, -2.27, 0.62], [3.27, 1.59, -0.05], [3.87, -0.98, 0.56], [1.78, 1.59, -2.31], [1.35, -1.00, -3.04], [2.70, -2.58, -1.29], [2.20, -0.77, 2.69], [-0.22, -3.18, 0.34], [0.41, -0.36, 2.76], [2.17, -3.21, 3.13], [1.39, -4.32, 1.81], [-2.78, 2.53, 1.20], [-2.15, 1.53, -0.27], [-3.31, 0.09, -0.62], [-2.00, 2.58, -1.83], [-0.67, 0.94, 0.09], [-3.73, 3.05, 0.99], [-2.05, 3.30, 1.48], [-2.94, 1.89, 2.07], [-4.33, 0.44, -0.81], [-2.98, -0.49, -1.49], [-3.35, -0.61, 0.23], [-1.20, 3.33, -1.71], [-1.74, 1.96, -2.70], [-2.93, 3.12, -2.07]], "largest_force_ev_per_a": 3.35, "e_lumo_ev": 3.04, "e_tot_ha": -1610.933792, "orbital_gap_ev": 5.721, "total_charge": -1}

---

{"formula": "C11H19P", "method": "ωB97M-V/def2-TZVPD", "symbols": ["C", "C", "C", "C", "C", "C", "C", "C", "C", "C", "C", "P", "H", "H", "H", "H", "H", "H", "H", "H", "H", "H", "H", "H", "H", "H", "H", "H", "H", "H", "H"], "coordinates": [[0.06, -1.01, -0.76], [1.00, 0.11, -0.58], [-1.22, -1.09, -0.22], [1.49, 0.82, 0.56], [0.70, 1.30, 1.64], [0.46, -2.09, -1.73], [1.84, 0.33, -1.83], [-2.07, -2.27, 0.05], [2.92, 1.31, 0.57], [-1.54, 1.84, -0.10], [-2.20, 0.50, 2.30], [-0.92, 0.51, 0.98], [1.01, 1.26, 2.67], [0.43, -1.74, -2.77], [-0.22, -2.93, -1.64], [1.47, -2.44, -1.53], [2.65, -0.40, -1.93], [2.29, 1.32, -1.83], [1.22, 0.25, -2.72], [-2.54, -2.60, -0.87], [-2.85, -2.02, 0.76], [-1.49, -3.11, 0.46], [3.60, 0.59, 0.12], [3.23, 1.49, 1.60], [3.02, 2.25, 0.03], [-1.67, 2.74, 0.50], [-2.49, 1.54, -0.53], [-0.83, 2.04, -0.90], [-3.18, 0.38, 1.85], [-2.15, 1.43, 2.85], [-2.01, -0.33, 2.98]], "largest_force_ev_per_a": 4.99, "e_lumo_ev": 0.86, "e_tot_ha": -771.762669, "orbital_gap_ev": 7.631, "relative_energy_ev": 0.0000, "total_charge": 0}

---

{"formula": "C11H20AgCl10O3", "method": "ωB97M-V/def2-TZVPD", "symbols": ["Ag", "C", "O", "O", "O", "Cl", "C", "C", "Cl", "H", "H", "H", "H", "Cl", "C", "C", "Cl", "H", "H", "H", "H", "Cl", "C", "C", "Cl", "H", "H", "H", "H", "Cl", "C", "C", "Cl", "H", "H", "H", "H", "Cl", "C", "C", "Cl", "H", "H", "H", "H"], "coordinates": [[1.29, -0.30, -0.36], [-0.77, 0.35, 0.92], [-0.26, -0.72, 1.43], [-1.11, 0.18, -0.31], [0.13, 1.30, 0.94], [-1.42, 4.93, -1.19], [-1.71, 3.15, -1.12], [-2.84, 2.74, -2.05], [-2.38, 2.49, -3.75], [-1.93, 2.90, -0.09], [-0.77, 2.69, -1.41], [-3.62, 3.50, -2.00], [-3.24, 1.80, -1.66], [-4.85, -2.73, -1.27], [-3.35, -2.24, -0.47], [-2.82, -3.35, 0.41], [-3.83, -3.52, 1.85], [-3.50, -1.26, -0.04], [-2.68, -2.12, -1.33], [-1.83, -3.05, 0.77], [-2.79, -4.31, -0.10], [3.15, -0.37, 1.26], [2.84, -1.65, 2.48], [3.13, -3.02, 1.88], [2.10, -3.36, 0.49], [1.76, -1.56, 2.65], [3.35, -1.53, 3.43], [2.94, -3.80, 2.63], [4.19, -3.18, 1.67], [4.44, 3.85, 2.65], [2.71, 3.40, 2.42], [2.29, 2.30, 3.33], [2.45, 2.75, 5.05], [2.61, 2.93, 1.44], [2.18, 4.35, 2.43], [2.91, 1.42, 3.17], [1.25, 2.05, 3.13], [0.93, 0.78, -2.84], [-0.30, -0.20, -3.75], [0.18, -1.60, -3.88], [0.24, -2.36, -2.27], [-0.49, 0.30, -4.70], [-1.17, -0.08, -3.10], [1.17, -1.66, -4.33], [-0.55, -2.21, -4.41]], "largest_force_ev_per_a": 9.38, "e_lumo_ev": [-0.68, -2.26], "e_tot_ha": -5405.620654, "multiplicity": 2, "orbital_gap_ev": [9.637, 7.728], "relative_energy_ev": 1.0710, "total_charge": 0}

---

{"formula": "C11H20Cl10Ni2O7P", "method": "ωB97M-V/def2-TZVPD", "symbols": ["Ni", "Ni", "P", "O", "O", "O", "O", "C", "O", "O", "O", "Cl", "C", "C", "Cl", "H", "H", "H", "H", "Cl", "C", "C", "Cl", "H", "H", "H", "H", "Cl", "C", "C", "Cl", "H", "H", "H", "H", "Cl", "C", "C", "Cl", "H", "H", "H", "H", "Cl", "C", "C", "Cl", "H", "H", "H", "H"], "coordinates": [[4.16, -20.08, -13.62], [3.97, -17.62, -15.50], [2.58, -19.91, -15.77], [3.34, -21.07, -15.10], [3.41, -18.96, -16.67], [2.77, -18.97, -14.54], [1.07, -19.81, -15.73], [5.75, -18.13, -13.66], [5.26, -18.66, -12.69], [5.55, -18.93, -14.56], [5.16, -17.10, -13.95], [5.75, -17.17, -17.38], [7.47, -17.58, -17.30], [8.31, -16.35, -17.11], [7.99, -15.76, -15.49], [7.70, -18.11, -18.22], [7.58, -18.29, -16.48], [8.00, -15.58, -17.81], [9.38, -16.53, -17.04], [7.30, -11.98, -12.21], [7.09, -12.96, -13.63], [5.74, -13.74, -13.54], [4.30, -12.64, -13.57], [7.94, -13.64, -13.66], [7.11, -12.31, -14.51], [5.77, -14.22, -12.56], [5.71, -14.48, -14.33], [7.89, -20.99, -18.03], [6.56, -21.09, -16.92], [5.62, -22.22, -17.40], [5.13, -22.07, -19.04], [6.00, -20.16, -16.99], [6.97, -21.29, -15.93], [4.68, -22.23, -16.84], [6.11, -23.19, -17.39], [9.48, -20.60, -11.15], [8.51, -20.37, -12.57], [9.45, -19.93, -13.79], [10.52, -21.31, -14.18], [7.77, -19.60, -12.35], [7.95, -21.28, -12.79], [10.05, -19.08, -13.46], [8.85, -19.65, -14.66], [5.68, -19.08, -8.87], [4.13, -18.43, -9.34], [3.02, -19.39, -8.81], [1.37, -18.75, -9.21], [4.26, -18.48, -10.42], [3.94, -17.40, -9.06], [3.11, -19.58, -7.74], [3.16, -20.34, -9.33]], "largest_force_ev_per_a": 10.39, "e_lumo_ev": [-2.34, -4.75], "e_tot_ha": -8917.570208, "multiplicity": 6, "orbital_gap_ev": [7.191, 4.713], "total_charge": 0}